Computed, not measured: C19H18As3F18HgN3O7 as an isolated structure at a distorted geometry, with wB97M-V/def2-TZVPD.

```
69
Properties=species:S:1:pos:R:3:forces:R:3
Hg -25.895600 12.170600 6.585590 -0.739 2.476 -1.153
As -22.748510 13.397840 4.523300 0.004 1.420 0.842
F -21.426070 14.528540 3.966770 -1.402 -1.658 0.605
F -21.828160 12.724100 5.915660 -0.906 1.340 -2.398
F -24.152790 12.476090 5.056240 0.223 -0.463 -0.398
F -23.830240 13.998910 3.209110 0.940 -0.225 0.536
F -22.293520 12.036770 3.416850 -0.112 1.902 1.290
F -23.468400 14.736940 5.583270 1.503 -1.638 -1.536
As -23.072350 9.403220 6.666140 4.808 -1.069 -0.032
F -21.926230 10.662600 7.278270 -1.950 -1.998 -0.865
F -24.453820 10.449440 6.635650 -0.263 -0.429 0.477
F -24.171130 8.049130 6.177100 0.935 1.115 0.360
F -21.531410 8.334280 6.423470 -2.326 0.643 0.807
F -23.309250 8.908340 8.372260 -0.126 0.274 -1.702
F -22.723060 9.879150 5.007670 -0.895 -0.440 0.994
As -23.682970 13.121870 9.660690 3.300 0.510 -0.324
F -25.005160 13.848940 10.471360 -0.574 -0.420 0.187
F -22.563390 13.869380 10.925940 -1.422 -1.113 -1.016
F -22.229030 12.392140 8.949210 -1.783 1.122 0.659
F -24.760870 12.474180 8.337930 1.723 0.382 2.750
F -23.525670 14.653410 8.705210 -0.063 -2.014 1.010
F -23.928260 11.529820 10.519390 -0.020 2.066 -0.593
C -27.111150 14.990310 7.749950 -0.220 -0.809 -1.299
O -26.210910 14.401730 6.899470 1.398 -1.658 -0.837
H -28.009200 14.938600 7.134380 -1.375 0.601 0.740
H -27.238980 14.476980 8.702970 -0.127 0.043 0.440
H -26.820860 16.030550 7.897430 -0.015 0.275 0.321
C -29.833080 6.740810 8.480840 -0.397 -1.672 0.955
C -28.452180 6.828480 8.566310 -0.601 1.186 -1.172
C -27.849100 7.634440 7.570360 -0.710 0.766 -0.352
C -28.637530 8.183680 6.533100 -1.380 -0.697 1.062
C -30.050710 7.916170 6.426710 2.323 0.275 -0.212
C -30.609960 7.196690 7.458380 -0.123 1.066 -1.489
N -27.930910 8.939260 5.471680 2.218 0.163 0.158
O -27.040760 9.738490 5.688070 -0.526 0.242 1.987
O -28.092830 8.574920 4.352530 -2.042 -1.278 -2.196
H -30.452470 6.133390 9.124110 0.594 -0.192 0.873
H -27.943660 6.340750 9.384800 0.357 0.189 -0.157
H -26.821560 7.966750 7.558650 0.404 -0.416 0.199
H -30.628200 8.157260 5.546500 0.169 0.402 -0.029
H -31.665260 6.974920 7.398750 -0.068 -0.070 0.243
C -31.853230 10.317080 10.354490 -0.407 -0.796 2.157
C -30.755610 9.638040 10.829810 0.054 -1.856 -0.150
C -29.514590 9.618390 10.182670 -0.241 -1.436 2.175
C -29.266750 10.507400 9.212770 -2.447 2.488 -2.047
C -30.378700 11.280500 8.763580 -0.183 0.251 0.665
C -31.670930 11.166420 9.357470 2.324 1.980 -3.424
N -27.958910 10.811260 8.663660 1.797 1.436 -0.814
O -27.884200 11.610000 7.711920 -1.959 -0.877 0.682
O -26.951910 10.421300 9.192600 -0.535 -1.078 0.598
H -32.829860 10.258330 10.811810 0.025 -0.275 0.296
H -30.946720 8.912450 11.606600 0.298 -0.069 0.213
H -28.795880 8.867970 10.477170 0.305 0.323 0.220
H -30.266420 12.072560 8.038020 0.392 -0.183 -0.192
H -32.438470 11.818190 8.966990 -0.149 -0.076 -0.005
C -29.213280 15.952360 1.686700 -1.523 -0.438 0.126
C -27.895540 15.569030 1.630510 -0.039 1.275 0.117
C -27.445300 14.501230 2.337230 -0.340 -2.664 2.562
C -28.378280 13.647090 3.032610 -1.695 2.067 -0.879
C -29.766520 14.022180 3.019380 0.792 -0.077 -0.622
C -30.202890 15.164670 2.311600 2.097 -0.336 -0.360
N -27.991190 12.533640 3.976530 2.391 3.257 -0.889
O -28.819370 11.913580 4.523530 -2.968 -1.926 0.933
O -26.815350 12.497240 4.267920 0.658 -0.146 -0.843
H -29.509770 16.917890 1.304280 -0.020 -0.003 -0.415
H -27.195580 16.265620 1.193230 0.241 -0.141 -0.054
H -26.405090 14.403360 2.610700 0.386 -0.413 -0.493
H -30.507620 13.462190 3.570360 0.189 -0.320 0.026
H -31.228320 15.451020 2.130220 -0.182 -0.165 0.683
```
Positions in Å, forces in eV/Å.

Values from the calculation:
E_HOMO   -0.1024 hartree
Charge   -2
Electronic energy   -10084.069035 Ha

Computed, not measured: C19H18BrN3O4S3Se2Ti as an isolated structure at a distorted geometry, with wB97M-V/def2-TZVPD.

```
51
Properties=species:S:1:pos:R:3:forces:R:3
Ti 1.151804 -0.638837 -0.549870 -1.341 0.332 0.449
O -0.688102 0.105727 0.264876 -0.010 -0.172 -0.040
C -0.746907 1.141293 1.232081 -0.064 -0.054 -0.105
C 0.654541 1.476521 1.714726 0.182 -0.026 -0.055
C 0.444111 2.532390 2.813641 0.157 0.133 0.128
O 1.645258 3.071075 3.340884 -0.106 -0.071 -0.167
C 1.372447 0.273381 2.383877 -0.083 -0.006 -0.044
Se 1.176065 -1.579429 1.691371 0.048 -0.047 0.168
C 1.511761 2.142784 0.600673 -0.113 -0.045 0.018
Se 1.233011 1.648287 -1.307266 0.098 0.231 -0.029
H -1.549353 -0.085777 -0.190723 -0.042 0.077 -0.019
H -1.375140 0.811713 2.063005 -0.011 -0.005 0.061
H -1.194318 2.029654 0.778020 -0.035 0.056 0.000
H -0.170277 2.100422 3.610427 -0.027 -0.022 0.048
H -0.101643 3.377439 2.390751 0.017 0.046 0.029
H 2.154749 2.362714 3.747922 -0.028 0.003 0.042
H 1.014429 0.181869 3.409156 -0.008 0.016 0.049
H 2.443431 0.458314 2.404310 0.062 0.051 0.027
H 2.567595 2.002645 0.802893 0.063 0.000 0.043
H 1.314212 3.212016 0.605028 -0.008 0.049 0.021
Br 6.713304 -4.623732 -3.307960 0.016 -0.042 -0.027
C 6.326460 -3.128313 -2.231385 0.050 -0.029 -0.029
C 7.363098 -2.409747 -1.652333 0.039 0.195 0.151
N 7.165306 -1.339125 -0.882123 -0.117 -0.137 -0.104
C 5.908557 -0.961076 -0.664106 0.192 -0.024 0.036
C 4.817923 -1.628797 -1.205066 -0.069 0.024 -0.003
C 5.024897 -2.736941 -2.013267 -0.103 -0.035 -0.060
C 3.453660 -1.164690 -0.919685 -0.121 -0.209 -0.334
O 3.194670 -0.281976 -0.078010 0.354 0.017 -0.054
O 2.442080 -1.687642 -1.552463 0.874 -0.194 -0.075
H 8.390280 -2.713387 -1.817853 -0.006 0.027 0.011
H 5.753792 -0.091958 -0.036020 0.012 -0.013 -0.011
H 4.188139 -3.266317 -2.447912 -0.003 0.007 0.005
S -5.897526 -2.987413 -1.795898 -0.005 0.091 -0.051
C -4.402751 -2.312428 -1.664050 0.090 0.055 0.033
S -2.992519 -3.136879 -2.269851 0.112 -0.305 -0.139
C -1.961997 -1.853647 -1.742195 0.211 -0.067 -0.071
N -2.609510 -0.898413 -1.179034 -0.177 0.113 0.081
N -3.970091 -1.132267 -1.132731 0.015 0.335 0.067
C -4.751318 -0.026909 -0.650639 0.035 -0.074 -0.028
C -6.041589 -0.205477 -0.173506 -0.059 -0.033 0.184
C -6.756227 0.891745 0.292264 -0.036 -0.059 0.009
C -6.203993 2.160707 0.292144 0.073 -0.038 -0.044
C -4.912558 2.330299 -0.189781 0.001 0.012 0.016
C -4.186238 1.249370 -0.660894 -0.005 0.002 -0.113
S -0.237230 -1.949150 -2.013492 -0.168 -0.148 -0.054
H -6.483965 -1.187853 -0.149350 0.023 0.047 -0.016
H -7.760614 0.735301 0.664509 0.014 0.010 -0.003
H -6.770594 3.007628 0.656379 0.014 -0.014 -0.006
H -4.462436 3.315162 -0.212955 -0.018 -0.022 -0.003
H -3.198696 1.409721 -1.068533 0.008 -0.038 0.005
```
Positions in Å, forces in eV/Å.

Values from the calculation:
E_HOMO   -0.3071 hartree
Electronic energy   -10621.055269 Ha

Computed, not measured: C19H18ClF9MnNOSSi as an isolated structure at a distorted geometry, with wB97M-V/def2-TZVPD.

```
52
Properties=species:S:1:pos:R:3:forces:R:3
Mn 0.403004 -16.105792 -4.521869 -0.039 -1.158 -0.253
C 0.570730 -21.859261 -0.020073 1.491 0.901 0.885
Si 1.349987 -20.760310 -1.400265 -1.230 -0.589 -2.515
C 3.069267 -20.016512 -1.412008 0.705 -1.685 0.137
C 0.952943 -21.780547 -3.040667 1.234 0.882 0.628
C 0.231628 -19.304809 -1.709609 -0.208 -0.700 0.334
C -0.950965 -19.273127 -0.967011 1.175 0.926 0.251
C -1.781013 -18.231698 -1.242708 -2.060 1.576 0.816
C -1.454715 -17.226062 -2.131203 0.561 -0.179 -0.792
N -0.363383 -17.255735 -2.926229 -1.677 -1.460 2.411
C 0.427536 -18.359521 -2.775349 -0.342 0.541 -0.128
S 1.573302 -18.352573 -4.056729 0.972 -0.633 -0.125
H 1.308374 -22.641699 0.346144 -1.117 0.699 -0.522
H -0.398910 -22.261528 -0.355274 0.572 0.004 0.110
H 0.402625 -21.150445 0.832298 -0.041 -0.787 -0.386
H 3.067328 -19.015731 -1.776434 -0.377 0.760 -0.363
H 3.766088 -20.580152 -2.073186 -0.412 0.215 0.519
H 3.479119 -19.991127 -0.415053 0.394 -0.067 0.478
H 1.475406 -21.225822 -3.879125 -0.720 -0.862 0.779
H -0.140778 -21.814071 -3.202725 0.592 -0.031 0.069
H 1.374304 -22.785097 -2.875684 -0.221 0.113 -0.509
H -1.211608 -19.785989 -0.015066 0.663 -0.401 -1.143
H -2.643800 -18.107490 -0.574232 0.101 0.176 -0.596
H -2.076600 -16.363653 -2.263880 -0.324 0.331 0.113
F 2.993521 -15.627319 -2.026594 -0.333 0.708 0.665
C 2.090273 -14.764402 -1.504629 -1.811 -1.846 -0.901
F 2.615566 -14.174333 -0.429525 -0.121 0.156 -0.504
F 1.032412 -15.565595 -1.063505 1.304 0.974 -0.052
C 1.510255 -13.874719 -2.723522 -0.176 0.806 0.810
O 1.293059 -14.585192 -3.813145 0.713 0.890 0.844
C 2.618924 -12.803941 -3.015005 -1.430 1.062 -0.938
F 2.617168 -11.762221 -2.148864 0.337 -0.531 0.280
F 3.846616 -13.330778 -3.061223 -0.332 0.345 -0.099
F 2.305640 -12.228509 -4.210575 0.801 -0.528 0.449
C 0.094965 -13.129448 -2.300360 0.482 -0.685 0.083
F -0.318383 -12.228057 -3.209372 0.451 -0.629 0.313
F -0.870579 -14.094010 -2.220623 0.658 0.858 -0.084
F 0.126894 -12.486399 -1.107258 0.087 -0.450 -0.375
Cl 1.067949 -14.001830 -7.096557 0.925 -0.388 -0.620
C -0.571729 -13.672484 -6.793026 -1.898 -0.841 1.073
C -1.024589 -12.377398 -6.893884 -0.603 0.869 1.247
C -2.271025 -11.993538 -6.321898 0.180 -1.378 -0.753
C -3.084107 -13.029211 -5.817375 0.199 0.372 0.313
C -2.629768 -14.346625 -5.686757 -0.435 0.606 -0.239
C -1.392990 -14.712803 -6.219979 0.434 -0.261 -0.425
C -1.022609 -16.126965 -6.060606 0.198 -0.335 -1.080
H -0.317474 -11.637241 -7.247779 -0.126 0.111 -0.087
H -2.626592 -10.959731 -6.289863 0.243 -0.405 -0.266
H -4.096265 -12.773955 -5.515384 0.129 -0.032 0.308
H -3.185485 -15.160352 -5.159435 0.168 1.003 -0.657
H -0.477548 -16.598662 -6.895439 0.211 0.617 0.017
H -1.902849 -16.779477 -5.986625 0.056 0.357 0.482
```
Positions in Å, forces in eV/Å.

Values from the calculation:
E_HOMO (alpha / beta)   -0.1418 / -0.1686 hartree
Spin multiplicity   6
Charge   -1
Electronic energy   -4062.634544 Ha